DFT (ωB97M-V/def2-TZVPD) results for a structure of composition C4H9N in a non-equilibrium geometry.

## Properties
⟨S²⟩ ... 0.772
2S+1 ... 2
Orbital gap (alpha / beta) ... 5.8 / 7.0 eV
Net charge ... -1
DFT total energy ... -212.4447 Eh
Relative energy (zero: lowest compared OMol25 entry of this formula, charge and spin) ... 122.8 kJ/mol

```
14
Properties=species:S:1:pos:R:3:mulliken_spin:R:1
C -2.591 -0.742 -0.463 0.07
N -0.679 0.725 0.800 0.23
C 0.564 0.921 0.287 0.34
C 2.869 0.209 -0.303 0.48
C 1.633 0.026 0.287 -0.07
H -2.044 -1.332 -1.220 -0.01
H -3.368 -0.152 -0.969 0.00
H -3.065 -1.390 0.279 0.00
H -0.640 0.167 1.659 -0.01
H -1.510 0.074 0.047 -0.03
H 0.801 1.967 0.047 0.01
H 3.577 -0.594 -0.212 0.00
H 3.026 1.103 -0.899 -0.01
H 1.427 -0.982 0.660 0.00
```